# 1
97
Properties=species:S:1:pos:R:3:forces:R:3:lowdin_charge:R:1 method="wB97M-V/def2-TZVPD" charge=-2 lumo_ev="3.77 / 3.78" multiplicity=2 s2=0.93 orbital_gap_ev="4.49 / 4.59" de_lowest_kj_mol=167.6 total_energy_ha=-7346.1370
Ti -1.091079 -1.168166 0.453153 0.062 0.689 -1.846 0.619
Cl -3.204444 0.979264 2.406143 -0.103 -0.026 0.049 0.741
C -4.021920 -0.336988 1.600466 0.182 0.246 0.088 -0.652
C -3.247101 -1.251469 0.903532 0.149 -0.236 0.013 -0.261
C -3.954251 -2.293265 0.316781 -0.136 -0.222 -0.132 -0.675
Cl -3.066178 -3.506944 -0.578016 0.037 0.078 0.067 0.675
C -5.336929 -2.416030 0.361185 -0.109 0.227 0.205 -0.702
Cl -6.165309 -3.723190 -0.408001 0.024 -0.058 -0.041 0.633
C -6.073944 -1.448654 1.047767 0.158 -0.098 -0.088 -0.713
Cl -7.795429 -1.556657 1.115144 -0.129 0.010 0.022 0.625
C -5.408055 -0.399791 1.675528 -0.069 -0.096 -0.060 -0.707
Cl -6.315482 0.800660 2.525147 -0.031 0.057 0.044 0.637
O -1.567061 -3.963315 3.102553 0.063 -0.045 -0.050 0.059
C -0.902154 -3.034810 2.676266 -0.016 0.052 0.495 -0.595
O -0.540564 -2.858970 1.452144 -0.028 0.079 -0.302 -0.209
C -0.323202 -2.022775 3.649702 0.056 -0.161 0.232 -0.024
C 0.020281 -2.507844 4.892214 -0.031 0.312 -0.218 0.069
C 0.704231 -1.703104 5.805430 -0.042 0.012 0.067 -0.155
C 1.038690 -0.396855 5.501089 -0.242 -0.199 -0.334 0.071
C 0.636855 0.092681 4.276882 0.034 0.101 0.057 -0.066
C -0.045999 -0.664156 3.276107 -0.092 -0.273 -0.140 -0.278
O -0.333529 -0.171897 2.131037 0.123 -0.034 0.461 -0.201
N 0.940375 1.494910 4.035625 0.016 0.155 0.205 -0.344
O 2.036247 1.907989 4.391178 0.192 -0.017 -0.001 0.050
O 0.083058 2.197474 3.551436 -0.163 0.075 -0.113 0.088
N 1.087373 -2.237930 7.089648 0.215 -0.027 -0.149 -0.377
O 0.827625 -3.399888 7.337729 -0.203 -0.362 0.051 0.050
O 1.688627 -1.513796 7.865838 0.101 0.305 0.231 0.036
H -0.237621 -3.527271 5.136185 0.007 -0.021 0.021 0.128
H 1.577048 0.227854 6.194483 0.016 0.013 0.029 0.127
C -0.558032 -3.327933 -3.798033 -0.071 0.005 -0.001 -0.160
C 0.822518 -3.178963 -3.165051 0.115 0.018 -0.007 -0.418
P 0.663546 -2.961979 -1.337697 -0.145 0.237 0.391 0.970
C 2.330829 -2.352727 -0.803513 -0.007 0.019 0.031 -0.399
C 3.559767 -2.706321 -1.632550 0.072 -0.039 -0.085 -0.155
C 0.591599 -4.711231 -0.764409 -0.113 -0.016 -0.019 -0.399
C 1.848863 -5.567706 -0.835276 0.060 0.031 -0.045 -0.158
H -0.489887 -3.438983 -4.882470 0.011 0.002 -0.013 0.065
H -1.182289 -2.460123 -3.572238 -0.020 0.004 -0.015 0.026
H -1.080631 -4.204002 -3.408037 -0.003 -0.010 0.008 0.058
H 1.330703 -2.306427 -3.583147 -0.013 -0.002 0.027 0.047
H 1.467728 -4.034492 -3.391130 -0.032 -0.016 0.020 0.071
H 2.439732 -2.681515 0.235471 -0.003 -0.039 -0.020 0.082
H 2.244376 -1.262039 -0.741960 -0.031 -0.037 -0.017 0.048
H 3.693401 -3.782204 -1.748678 -0.009 0.023 0.018 0.047
H 4.465024 -2.303645 -1.172755 0.003 0.006 0.020 0.067
H 3.491419 -2.275439 -2.633056 -0.006 -0.005 -0.009 0.060
H -0.208901 -5.172629 -1.353373 -0.007 0.033 0.009 0.071
H 0.203419 -4.649677 0.253974 0.054 -0.025 0.007 0.057
H 2.221340 -5.661506 -1.858614 0.010 -0.013 0.005 0.054
H 1.650893 -6.574866 -0.462803 -0.020 -0.016 0.001 0.064
H 2.652106 -5.148617 -0.227310 -0.013 -0.004 0.022 0.059
F 5.459881 4.227954 1.803228 -0.020 0.023 0.028 0.127
C 5.527787 3.153051 0.985419 0.100 0.037 0.013 -0.577
F 6.214406 2.211172 1.661706 -0.004 -0.026 0.019 0.125
F 6.312346 3.529135 -0.050063 -0.009 -0.007 -0.034 0.113
C 4.181770 2.681021 0.544467 -0.075 -0.007 -0.058 -0.136
C 3.475235 1.774440 1.325256 0.124 0.083 -0.041 -0.003
C 2.219265 1.363140 0.913933 0.023 0.011 0.004 -0.092
C 1.631555 1.864015 -0.247193 -0.295 -0.320 0.020 -0.294
C 2.357654 2.773045 -1.013774 -0.079 0.001 -0.021 -0.059
C 3.622880 3.180423 -0.627831 0.102 -0.034 0.126 -0.017
P -0.095603 1.105469 -0.639510 0.465 -0.068 0.557 1.029
C -1.098007 2.508655 -0.015423 -0.085 -0.012 -0.061 -0.329
C -2.411045 2.642096 -0.479670 0.090 0.040 0.033 -0.112
C -3.223898 3.648422 0.004812 -0.037 0.020 -0.004 -0.018
C -2.745867 4.514109 0.981525 0.066 0.016 0.019 -0.142
C -1.455702 4.373512 1.468757 -0.115 0.049 0.026 -0.010
C -0.632489 3.382022 0.958247 0.033 -0.001 -0.039 -0.072
C -3.647592 5.567183 1.540045 -0.023 0.028 0.001 -0.575
F -2.967823 6.623755 2.038177 0.024 0.008 0.029 0.114
F -4.423436 5.111177 2.544556 -0.007 -0.010 0.038 0.133
F -4.495443 6.067712 0.613540 -0.011 -0.007 -0.041 0.116
C 0.005517 1.430397 -2.434240 -0.197 -0.029 -0.046 -0.368
C 0.506274 0.408376 -3.231780 0.000 -0.001 0.049 -0.088
C 0.674644 0.577136 -4.591624 -0.037 0.082 -0.030 0.001
C 0.322134 1.790911 -5.172463 -0.023 -0.013 0.051 -0.130
C -0.194498 2.818572 -4.392286 0.041 -0.090 -0.084 -0.006
C -0.351463 2.636699 -3.028448 0.027 -0.075 0.013 -0.069
C 0.538934 2.012033 -6.633515 0.034 0.034 -0.046 -0.578
F -0.388454 2.821206 -7.182879 -0.046 0.025 0.000 0.124
F 0.528470 0.869447 -7.345464 -0.011 -0.053 -0.003 0.125
F 1.735899 2.597981 -6.889999 0.041 0.016 0.004 0.118
H 3.898528 1.389350 2.243815 0.018 0.021 0.001 0.118
H 1.668726 0.643808 1.509686 -0.008 0.010 -0.057 0.083
H 1.942811 3.174504 -1.929008 -0.041 -0.015 -0.023 0.097
H 4.176468 3.881032 -1.239737 0.025 0.002 0.018 0.114
H -2.792518 1.948480 -1.217630 -0.022 -0.006 -0.026 0.034
H -4.235815 3.746312 -0.366763 -0.004 0.015 0.015 0.123
H -1.086088 5.026382 2.247910 -0.019 0.018 0.001 0.120
H 0.367299 3.288556 1.353846 0.003 0.000 -0.015 0.092
H 0.725251 -0.544723 -2.768842 0.015 0.040 0.000 0.063
H 1.050907 -0.236834 -5.197491 -0.003 0.022 -0.043 0.116
H -0.486275 3.756873 -4.845623 0.015 -0.012 -0.049 0.119
H -0.763386 3.440917 -2.433847 -0.005 -0.020 0.045 0.111
S -2.851229 -0.246321 -2.514685 0.057 0.035 0.056 0.471
C -1.965699 -0.366639 -1.150858 -0.002 -0.522 0.358 -0.920

***

# 2
96
Properties=species:S:1:pos:R:3:forces:R:3:lowdin_charge:R:1 method="wB97M-V/def2-TZVPD" charge=-1 lumo_ev="1.87 / 1.80" multiplicity=5 s2=6.03 orbital_gap_ev="6.21 / 7.13" de_lowest_kj_mol=141.8 total_energy_ha=-4600.6988
Cr 0.805668 0.024768 0.015567 0.786 0.696 -0.366 0.659
C -1.149333 -3.176762 6.105978 1.738 -1.118 -0.643 -0.049
C -0.222042 -2.249547 5.297782 -3.496 -0.052 -0.220 -0.282
C -0.785495 -1.515563 4.238187 -0.358 -0.203 0.113 -0.025
C -0.012163 -0.662712 3.474516 -0.099 -0.377 -0.378 -0.052
C 1.330212 -0.493397 3.765219 -0.020 -0.641 1.119 -0.260
C 1.821193 -1.144917 4.889968 1.597 1.144 -0.673 -0.053
C 1.046259 -1.981974 5.638704 2.040 -0.938 1.573 -0.082
S 2.340414 0.556355 2.782679 -0.435 -0.111 -1.688 0.570
O 1.551495 1.730178 2.544488 -0.112 0.537 0.185 -0.324
O 3.597679 0.672400 3.442533 0.882 -0.036 0.658 -0.286
N 2.447412 -0.168833 1.351289 -0.405 0.068 0.581 -0.197
C 3.040741 -1.437975 1.337402 0.895 1.498 -0.328 -0.279
C 4.383843 -1.679939 1.600483 -2.548 -2.032 -0.505 0.021
C 4.838511 -3.021568 1.588157 0.515 1.523 0.857 -0.075
C 4.028104 -4.052508 1.251028 0.856 -1.518 -0.407 -0.066
C 2.727138 -3.826912 0.763337 0.151 3.271 0.416 -0.170
C 1.935242 -4.783441 0.195729 -2.341 -1.287 -1.314 -0.011
C 0.651668 -4.451374 -0.340570 3.378 -0.336 1.572 -0.029
C 0.310841 -3.105075 -0.296590 -1.717 0.195 0.041 -0.122
N 0.994973 -2.111359 0.254535 1.334 -1.006 0.496 0.059
C 2.241103 -2.437877 0.800490 -1.256 -2.814 -0.920 -0.110
H -0.740439 -3.222001 7.125581 -0.200 -0.380 -0.237 0.068
H -1.167770 -4.230392 5.630144 -0.020 1.604 0.881 0.107
H -2.147642 -2.797257 6.178105 -0.589 0.216 -0.186 0.054
H -1.867641 -1.594363 4.060984 0.562 -0.085 -0.166 0.120
H -0.408052 -0.193294 2.591653 -0.386 0.355 -0.111 0.090
H 2.856176 -0.966142 5.197917 -0.337 -0.016 -0.252 0.117
H 1.545369 -2.451278 6.510064 -0.588 0.154 -0.506 0.126
H 4.986856 -0.864742 1.778276 1.347 1.490 0.660 0.090
H 5.851051 -3.108416 1.973801 -0.018 -0.672 -0.375 0.105
H 4.454409 -5.077685 1.215938 -0.493 0.679 0.136 0.118
H 2.369576 -5.793726 0.159901 -0.563 0.274 -0.052 0.119
H -0.012919 -5.203529 -0.710528 -0.210 -0.086 -0.338 0.100
H -0.691275 -2.891612 -0.683789 0.416 0.560 -0.029 0.098
O -2.335719 -1.883009 -1.778841 0.140 1.733 -0.563 -0.341
S -2.122613 -0.418643 -1.797337 0.329 -2.628 1.635 0.464
O -2.487883 0.318728 -2.954750 -0.531 0.306 -0.976 -0.280
O -0.753234 -0.088981 -1.356803 0.678 0.211 0.015 -0.456
C -3.095743 0.112169 -0.409370 -2.223 -0.325 1.182 -0.244
C -4.269297 -0.648985 -0.105057 1.012 -0.037 -0.664 -0.055
C -5.141532 -0.410993 0.928547 0.238 -0.426 0.507 -0.091
C -4.879285 0.647211 1.778262 0.880 0.082 -0.442 -0.089
C -3.733064 1.375193 1.550584 -0.024 0.312 -1.020 -0.073
C -2.827920 1.163362 0.461101 -0.727 0.415 0.303 -0.308
P -1.292996 2.125483 0.340264 0.634 0.565 0.886 1.120
C -1.291547 3.092104 -1.193311 -0.014 1.199 -0.620 -0.352
C -0.167139 3.939954 -1.366074 -0.328 -0.733 0.041 -0.110
C -0.053294 4.830493 -2.400271 -0.196 0.401 0.223 -0.067
C -1.129665 4.984047 -3.263064 1.510 -0.615 -0.047 -0.116
C -2.183363 4.158268 -3.203313 -1.851 -0.806 1.750 -0.096
C -2.301405 3.263290 -2.118873 -2.718 -1.619 -0.544 -0.086
C -1.622899 3.517260 1.545183 -1.103 -0.089 -0.482 -0.339
C -0.939347 3.471051 2.741363 -0.745 2.268 0.931 -0.082
C -1.182135 4.445134 3.764757 -0.645 -2.143 -0.067 -0.051
C -2.311999 5.242933 3.552431 1.672 1.918 3.697 -0.150
C -3.012372 5.329480 2.393168 -1.049 -0.548 -1.580 -0.110
C -2.666097 4.454613 1.360397 1.019 0.181 0.592 -0.081
H -4.417110 -1.532888 -0.678594 -0.119 -0.479 -0.564 0.094
H -5.895418 -1.145200 1.190432 -0.228 0.159 -0.392 0.102
H -5.479279 0.936699 2.618305 -0.408 -0.146 0.219 0.098
H -3.670647 2.238676 2.165322 0.774 0.556 0.437 0.080
H 0.650685 3.838682 -0.700787 0.682 -0.051 0.732 0.085
H 0.835851 5.441597 -2.507515 -0.036 -0.082 0.050 0.108
H -1.072170 5.570481 -4.111811 0.308 1.680 -1.391 0.077
H -3.044867 4.351184 -3.826230 0.019 -0.379 -0.294 0.102
H -3.305609 2.642151 -2.081918 2.297 1.198 0.156 0.144
H -0.215647 2.737811 2.827456 1.459 -1.210 0.497 0.030
H -0.698373 4.325359 4.804846 -0.673 0.533 -1.988 0.128
H -2.510295 5.965307 4.413868 -0.183 -0.961 -1.283 0.115
H -3.892668 5.993875 2.308459 0.751 -0.332 -0.045 0.110
H -3.117301 4.538203 0.399980 -0.554 -0.106 -0.577 0.095
F 2.988028 0.748429 -1.647763 -0.313 0.119 -0.294 -0.132
C 1.969461 1.556094 -1.041187 -0.296 0.283 -0.331 -0.358
F 2.734011 2.458946 -0.307611 -0.063 0.141 0.447 -0.095
H 1.547962 2.240639 -1.838885 0.455 -1.143 0.222 0.069
C 3.058362 -1.910825 -4.269461 -1.024 -0.815 0.599 -0.041
N 1.654867 -2.435883 -4.245042 0.761 1.492 -0.882 -0.153
C 1.578393 -3.787116 -3.759575 -2.180 1.198 1.525 -0.066
C 0.655723 -1.925874 -5.061191 0.855 2.184 0.517 -0.515
O -0.211011 -2.607945 -5.532739 -1.153 -1.238 -0.710 0.070
N 0.693648 -0.524955 -5.261760 1.619 -2.213 0.685 -0.148
C 1.263644 0.310470 -4.188723 -1.539 0.361 -0.600 -0.070
C -0.349008 0.099483 -6.048100 0.662 -0.177 1.291 -0.053
H 3.389559 -1.941507 -3.218196 0.183 0.608 -0.418 0.092
H 3.259956 -0.959183 -4.779103 -0.546 -0.388 0.430 0.086
H 3.590762 -2.680518 -4.780371 0.949 -0.498 -0.547 0.067
H 2.364267 -3.817881 -3.023504 0.336 -0.787 0.218 0.072
H 1.566628 -4.570812 -4.481724 0.475 -0.569 -0.787 0.074
H 0.598149 -3.869887 -3.196723 1.018 -0.108 -0.567 0.103
H 1.608040 -0.257165 -3.321534 -0.283 0.153 -0.331 0.062
H 0.376496 0.932220 -3.895312 1.183 0.063 0.249 0.098
H 2.100430 0.882206 -4.604185 -0.217 0.348 0.365 0.088
H -0.635448 -0.507772 -6.887857 -0.115 -0.058 -0.249 0.084
H 0.014038 1.080572 -6.283507 0.235 0.496 -0.803 0.077
H -1.134721 0.278635 -5.345713 -1.356 -0.012 0.061 0.068